w:
Density functional theory data (the ωB97M-V functional and the def2-TZVPD basis) for the molecule C3H4O2.

Structure (XYZ):
```
9
C3H4O2 the ωB97M-V functional and the def2-TZVPD basis
C -0.64667 1.98654 0.73133
C -0.26732 0.88299 0.47480
C 0.16798 -0.54929 -0.10949
O 0.05547 -0.61589 -1.48472
O -0.63738 -1.47418 0.55593
H -0.94612 2.95549 1.00270
H 1.23343 -0.66523 0.12692
H -0.87608 -0.55349 -1.73030
H -0.23680 -2.34859 0.51394
```

Summary:
HOMO (spin up / spin down) (eV): -4.66 / -10.77
Spin multiplicity: 3
Net charge: 0
LUMO energy (spin up / spin down) (eV): 0.75 / -2.66

***

x:
Density functional theory data (the ωB97M-V functional and the def2-TZVPD basis) for a structure of composition C3H4O2.

Structure (XYZ):
```
9
C3H4O2 the ωB97M-V functional and the def2-TZVPD basis
C -0.70516 0.50491 0.41844
C 0.19204 1.20478 -0.31218
C 0.22345 -0.62651 0.29622
O 1.14099 0.24032 -0.44632
O 0.10205 -1.80395 -0.40744
H -1.73289 0.67995 0.81510
H 0.40257 2.19918 -0.58441
H 0.87215 -0.65231 1.37038
H -0.49520 -1.74636 -1.14978
```

Summary:
HOMO (spin up / spin down) (eV): -5.18 / -11.32
Spin multiplicity: 3
Net charge: 0
LUMO energy (spin up / spin down) (eV): 0.98 / -1.74

***

Each structure's energy above the most stable one, in kcal/mol: w 37.4; x 0.0.

***

w:
Density functional theory data (the ωB97M-V functional and the def2-TZVPD basis) for a structure of composition C3H4O2.

Structure (XYZ):
```
9
C3H4O2 the ωB97M-V functional and the def2-TZVPD basis
C 0.50910 0.72208 -0.24297
C 1.26193 -0.36255 -0.42349
C -0.58500 -0.18313 0.29272
O 0.39351 -1.27410 0.05352
O -1.71155 -0.10758 -0.45174
H 0.60010 1.75181 -0.17460
H 2.23820 -0.71489 -0.83697
H -0.65563 -0.23106 1.33201
H -2.14189 -0.89140 -0.15791
```

Summary:
HOMO (spin up / spin down) (eV): -4.96 / -11.46
Spin multiplicity: 3
Net charge: 0
LUMO energy (spin up / spin down) (eV): 0.88 / -1.42

***

x:
Density functional theory data (the ωB97M-V functional and the def2-TZVPD basis) for a structure of composition C3H4O2.

Structure (XYZ):
```
9
C3H4O2 the ωB97M-V functional and the def2-TZVPD basis
C -1.79149 0.56533 -0.15323
C -0.75433 -0.04575 -0.68248
C 1.19129 -0.40707 -0.45404
O -1.15636 0.02761 0.94006
O 1.57647 0.29240 0.59480
H -2.76670 0.94780 -0.01072
H 1.64994 -0.26201 -1.36770
H 0.98077 -1.40138 -0.31659
H 1.07041 0.28306 1.44991
```

Summary:
HOMO (spin up / spin down) (eV): -5.76 / -10.56
Spin multiplicity: 3
Net charge: 0
LUMO energy (spin up / spin down) (eV): 0.90 / -0.94

***

Each structure's energy above the most stable one, in kcal/mol: w 0.0; x 46.8.

***

w:
Density functional theory data (the ωB97M-V functional and the def2-TZVPD basis) for a structure of composition C5H8N2O2.

Structure (XYZ):
```
17
C5H8N2O2 the ωB97M-V functional and the def2-TZVPD basis
C 1.63834 1.16682 1.32353
C 0.65076 -0.38787 -0.96369
N 0.96100 -1.68625 -0.94874
O 0.78296 0.12639 0.84092
O 0.74815 0.46632 -1.77060
H 1.40862 -2.07789 -1.76452
H 0.95042 -2.17684 -0.07116
H 1.51935 2.08345 0.74438
H 2.66171 0.79475 1.33624
H 1.40260 1.41685 2.35895
C -1.55904 -0.40691 -0.10563
C -2.19061 0.18196 -1.13807
C -0.88663 0.29073 1.06840
N -1.27511 0.76237 2.09304
H -1.90125 -1.40578 0.16314
H -3.06950 -0.25703 -1.59288
H -1.84176 1.10893 -1.57332
```

Summary:
HOMO (spin up / spin down) (eV): -7.85 / -7.85
Net charge: 0
LUMO energy (spin up / spin down) (eV): -0.53 / -0.53

***

x:
Density functional theory data (the ωB97M-V functional and the def2-TZVPD basis) for the molecule C5H8N2O2.

Structure (XYZ):
```
17
C5H8N2O2 the ωB97M-V functional and the def2-TZVPD basis
H 0.55379 -2.92069 1.04401
N 0.09645 -2.70741 1.95038
C 0.00147 -1.43541 2.05094
C 1.11028 -0.55019 1.06197
O 1.75898 0.22276 1.72587
C 0.33905 -0.42027 -0.18491
O 0.13417 -1.59701 -0.88999
C -0.14839 0.80649 -0.54875
C -0.51611 1.11125 -1.98120
N -0.05946 1.92565 0.26756
H -0.50512 -1.03864 2.94493
H -0.37125 -1.39578 -1.69303
H -1.60516 1.16726 -2.08480
H -0.13108 0.37561 -2.68985
H -0.10412 2.07957 -2.28942
H -0.73087 2.66143 0.07577
H 0.17739 1.71535 1.24050
```

Summary:
HOMO (eV): -7.67
SMILES: [H]/N=C\C(=O)/C(O)=C(/C)N
Net charge: 0
LUMO energy (eV): -0.36

***

Each structure's energy above the most stable one, in kcal/mol: w 36.2; x 0.0.

***

w:
Density functional theory data (the ωB97M-V functional and the def2-TZVPD basis) for a cluster of 4 separate species, C2H12N2O3 in total.

Structure (XYZ):
```
19
C2H12N2O3 the ωB97M-V functional and the def2-TZVPD basis
H 4.66957 -1.28193 -0.44251
N 3.73881 -1.40729 -0.05474
C 3.77592 -0.81930 1.08089
N 2.77004 -0.82406 2.00103
C 1.78739 -1.90574 1.97969
H 4.66539 -0.28089 1.44392
H 2.57980 0.04083 2.48804
H 2.23802 -2.79383 2.40769
H 0.97846 -1.60406 2.65370
H 1.28949 -1.96899 1.01672
O -1.11865 1.96183 -2.83092
H -0.30383 1.93364 -2.30140
H -0.86102 2.58171 -3.52986
O -3.78629 0.45570 1.99334
H -3.89110 0.31717 1.05845
H -3.06948 1.05972 2.15417
O -5.12095 1.65648 -4.10192
H -4.51099 1.70456 -3.33751
H -5.83057 1.17446 -3.67877
```

Summary:
HOMO (eV): -9.07
SMILES: [H]/N=C/NC.O.O.O
Net charge: 0
LUMO energy (eV): 0.28

***

x:
Density functional theory data (the ωB97M-V functional and the def2-TZVPD basis) for a cluster of 4 separate species, C2H12N2O3 in total.

Structure (XYZ):
```
19
C2H12N2O3 the ωB97M-V functional and the def2-TZVPD basis
H -0.65620 2.94220 1.75755
N 0.04737 2.19108 1.73488
C 0.75094 2.25317 0.63708
N 1.44612 1.08004 0.09096
C 2.51396 1.42248 -0.91607
H 0.62698 3.12539 -0.02744
H 1.78060 0.36439 0.63805
H 2.91422 0.38898 -1.15300
H 3.41792 2.03584 -0.57978
H 1.85109 1.87236 -1.68298
O -3.38967 -3.55504 0.70733
H -3.40737 -3.53281 -0.33016
H -2.44554 -3.85996 0.89075
O -1.26267 0.09783 -0.77094
H -1.74386 0.67268 -1.43254
H -0.51859 0.66220 -0.61497
O -0.46800 -3.08738 0.28403
H -0.85948 -2.36486 -0.36233
H -0.59780 -2.70859 1.12956
```

Summary:
HOMO (eV): -9.79
SMILES: [H]/N=C/NC.O.O.O
Net charge: 0
LUMO energy (eV): 0.53

***

Each structure's energy above the most stable one, in kcal/mol: w 0.0; x 15.7.